{
  "formula": "C36H71O10P",
  "method": "ωB97M-V/def2-TZVPD",
  "elements": ["C", "C", "C", "C", "C", "C", "C", "C", "P", "O", "O", "C", "C", "O", "C", "C", "C", "O", "O", "C", "O", "C", "C", "C", "C", "C", "C", "O", "C", "O", "C", "C", "C", "C", "C", "C", "C", "H", "H", "H", "H", "H", "H", "H", "H", "H", "H", "H", "H", "H", "H", "H", "H", "H", "H", "H", "H", "H", "H", "H", "H", "H", "H", "H", "H", "H", "H", "H", "H", "H", "H", "H", "H", "H", "H", "H", "H", "H", "H", "H", "H", "H", "H", "H", "H", "H", "H", "H", "C", "C", "O", "C", "C", "H", "H", "H", "H", "H", "H", "H", "H", "H", "H", "C", "C", "O", "C", "C", "H", "H", "H", "H", "H", "H", "H", "H", "H", "H"],
  "xyz": [[1.546, -5.590, 1.064], [0.623, -5.478, 0.305], [-0.490, -5.325, -0.639], [-0.147, -4.267, -1.726], [-1.042, -3.028, -1.567], [-1.254, -2.150, -2.821], [-0.094, -1.994, -3.851], [1.385, -2.107, -3.420], [2.109, -1.068, -2.140], [3.537, -1.406, -1.978], [1.922, 0.476, -2.544], [2.771, 0.957, -3.609], [1.914, 1.729, -4.601], [1.281, -1.279, -0.807], [1.990, -1.087, 0.437], [0.981, -1.236, 1.565], [-2.350, -2.951, -3.635], [-2.329, -4.104, -3.944], [-3.387, -2.145, -4.002], [-2.871, -0.806, -3.890], [-3.936, 0.083, -3.993], [-2.101, -0.842, -2.562], [-1.388, 0.514, -2.400], [-0.984, 0.879, -0.962], [-1.514, 2.257, -0.485], [-0.409, 3.333, -0.558], [0.555, 3.240, 0.606], [-0.131, 3.355, 1.835], [0.745, 3.149, 2.931], [-2.867, -1.179, -1.444], [-3.978, -0.362, -1.051], [-5.299, -1.158, -1.050], [-6.244, -0.755, -2.212], [-6.010, -0.913, 0.291], [-5.385, -1.568, 1.560], [-4.277, -2.597, 1.283], [-4.848, -0.515, 2.546], [2.462, -5.623, 1.606], [-0.705, -6.294, -1.087], [-1.354, -5.004, -0.053], [0.880, -3.966, -1.523], [-0.201, -4.700, -2.721], [-2.031, -3.381, -1.275], [-0.692, -2.439, -0.721], [-0.199, -1.056, -4.397], [-0.225, -2.773, -4.605], [1.683, -3.114, -3.144], [1.984, -1.861, -4.301], [3.269, 0.137, -4.126], [3.533, 1.589, -3.158], [1.268, 1.025, -5.129], [1.318, 2.485, -4.093], [2.558, 2.206, -5.341], [2.765, -1.844, 0.536], [2.455, -0.101, 0.474], [0.056, -0.710, 1.325], [1.380, -0.836, 2.498], [0.733, -2.285, 1.734], [-2.225, -0.667, -4.762], [-3.704, 0.793, -4.597], [-0.515, 0.593, -3.049], [-2.079, 1.289, -2.744], [0.097, 0.924, -0.867], [-1.317, 0.126, -0.248], [-2.351, 2.591, -1.102], [-1.860, 2.186, 0.546], [0.188, 3.117, -1.452], [-0.820, 4.338, -0.657], [1.071, 2.266, 0.580], [1.347, 3.999, 0.529], [0.167, 3.289, 3.840], [1.202, 2.152, 2.899], [1.561, 3.880, 2.869], [-3.773, -0.073, -0.017], [-4.055, 0.561, -1.622], [-5.067, -2.211, -1.196], [-6.122, 0.285, -2.506], [-7.277, -0.955, -1.924], [-6.050, -1.377, -3.086], [-5.999, 0.173, 0.448], [-7.066, -1.174, 0.215], [-6.177, -2.105, 2.087], [-3.348, -2.139, 0.947], [-4.615, -3.327, 0.546], [-4.100, -3.165, 2.199], [-5.556, 0.303, 2.686], [-4.710, -0.987, 3.523], [-3.878, -0.130, 2.229], [7.882, -2.587, 1.019], [8.347, -3.267, -0.259], [7.301, -3.802, -1.042], [6.330, -2.872, -1.504], [6.892, -1.771, -2.383], [7.306, -3.282, 1.632], [8.743, -2.246, 1.596], [7.253, -1.720, 0.816], [8.981, -4.118, -0.006], [8.963, -2.581, -0.853], [5.776, -2.444, -0.664], [5.612, -3.458, -2.076], [7.607, -1.141, -1.850], [6.076, -1.136, -2.728], [7.404, -2.195, -3.250], [0.016, 6.516, 8.505], [0.757, 5.896, 7.332], [-0.087, 5.301, 6.363], [-1.019, 6.165, 5.735], [-0.380, 7.322, 4.986], [-0.613, 5.772, 8.996], [0.728, 6.906, 9.232], [-0.625, 7.342, 8.194], [1.391, 5.085, 7.693], [1.421, 6.631, 6.865], [-1.751, 6.532, 6.463], [-1.566, 5.540, 5.029], [0.172, 7.987, 5.651], [-1.149, 7.914, 4.489], [0.314, 6.949, 4.232]],
  "forces_ev_per_a": [[0.16, 0.22, -0.33], [0.00, -0.19, 0.11], [0.40, 0.19, 0.15], [0.09, 0.32, 0.58], [-0.03, -0.21, 0.07], [-1.04, -0.55, -0.81], [0.36, -0.15, 0.31], [-0.51, 0.51, 0.11], [1.30, -0.37, 0.05], [-0.10, 0.03, -0.12], [-0.38, -0.49, 0.05], [-0.22, 0.49, -0.23], [0.28, -0.34, 0.12], [0.03, 0.35, -0.48], [-0.32, -0.07, 0.85], [-0.12, -0.14, -0.12], [-0.12, 0.21, 0.13], [0.08, -0.03, 0.18], [0.50, 0.19, -0.19], [-0.91, -0.42, -0.21], [0.01, -0.06, 0.33], [1.30, 0.37, -0.21], [0.16, 0.06, 0.43], [-0.23, 0.53, 0.49], [0.42, 0.12, -0.16], [-0.03, -0.50, -0.11], [0.10, -0.22, 0.12], [0.10, -0.06, 0.03], [-0.01, 0.33, -0.50], [-0.63, 0.14, -0.39], [0.02, -0.30, 0.55], [-0.57, 0.60, -0.41], [0.23, -0.61, 0.13], [0.38, 0.12, 0.18], [0.36, 0.24, -0.02], [-0.67, -0.25, 0.15], [-0.25, -0.49, 0.18], [-0.16, -0.11, 0.16], [-0.14, 0.01, 0.02], [-0.17, -0.12, -0.18], [0.05, -0.09, -0.24], [-0.12, -0.03, -0.04], [-0.03, 0.07, -0.04], [0.05, 0.08, -0.14], [-0.08, 0.10, 0.10], [0.03, -0.02, 0.03], [-0.10, -0.07, 0.00], [0.09, 0.00, 0.02], [0.09, -0.12, 0.18], [0.03, -0.03, 0.03], [-0.16, 0.15, 0.02], [-0.05, 0.02, -0.04], [-0.03, 0.06, 0.02], [0.12, 0.04, -0.23], [-0.02, 0.05, -0.24], [0.07, 0.11, 0.05], [0.06, 0.03, -0.04], [0.00, -0.01, -0.08], [0.35, 0.20, 0.26], [-0.02, -0.10, -0.07], [-0.06, -0.18, -0.09], [-0.08, -0.05, -0.08], [0.07, -0.21, -0.11], [-0.06, -0.19, -0.23], [-0.12, -0.14, 0.06], [-0.11, 0.08, -0.02], [-0.05, 0.27, -0.10], [-0.01, 0.02, 0.14], [-0.04, -0.01, -0.04], [-0.09, 0.10, 0.03], [0.10, -0.03, 0.08], [-0.15, -0.08, 0.05], [0.00, 0.02, 0.28], [0.14, 0.06, -0.04], [0.03, -0.11, -0.20], [0.13, -0.05, 0.21], [-0.14, 0.08, 0.08], [-0.05, 0.18, -0.02], [0.11, 0.19, -0.08], [-0.14, 0.01, -0.04], [0.03, -0.20, -0.05], [-0.10, 0.02, -0.10], [0.04, -0.03, -0.06], [0.17, 0.02, -0.08], [0.23, 0.11, 0.03], [0.08, 0.08, -0.08], [0.13, 0.08, 0.00], [-0.05, 0.17, -0.06], [-0.09, 0.02, -0.01], [0.05, 0.03, 0.02], [0.00, -0.12, -0.05], [-0.07, 0.07, 0.03], [0.11, 0.01, -0.02], [0.02, -0.01, 0.00], [0.01, -0.03, 0.00], [0.05, 0.03, -0.01], [-0.02, -0.03, -0.03], [-0.03, 0.04, 0.01], [0.01, 0.04, -0.01], [0.02, -0.06, 0.04], [-0.04, 0.03, 0.02], [-0.03, -0.04, 0.02], [-0.01, 0.00, 0.00], [-0.10, 0.00, -0.05], [0.06, 0.04, 0.07], [-0.02, -0.14, -0.07], [-0.04, 0.10, -0.04], [0.09, -0.01, 0.04], [0.02, 0.00, 0.01], [0.02, -0.02, 0.00], [0.05, 0.04, 0.00], [-0.02, -0.03, -0.04], [-0.03, 0.03, 0.00], [0.03, 0.04, 0.01], [0.03, -0.08, 0.04], [-0.05, 0.03, 0.01], [-0.01, -0.02, -0.01], [-0.02, 0.00, -0.01]],
  "total_energy_ev": -68246.2793,
  "orbital_gap_ha": 0.3463,
  "e_lumo_ev": 0.17,
  "smiles": "C#CCCC[C@@]1(CCP(=O)(OCC)OCC)C(=O)O[C@@H](O)[C@@]1(CCCCCOC)OC[C@H](C)CC(C)C.CCOCC.CCOCC"
}